{
  "formula": "C23H18AsN2O8RbS",
  "method": "ωB97M-V/def2-TZVPD",
  "total_charge": -2,
  "homo_energy_ev": -2.068,
  "spin_multiplicity": 1,
  "e_lumo_ev": 4.29,
  "e_tot_ev": -115834.990,
  "symbols": ["Rb", "C", "O", "C", "C", "C", "C", "C", "C", "N", "N", "C", "C", "O", "C", "C", "C", "C", "C", "C", "C", "C", "H", "H", "H", "H", "H", "H", "H", "H", "H", "H", "H", "H", "H", "O", "As", "O", "O", "C", "C", "C", "C", "C", "C", "S", "O", "O", "O", "H", "H", "H", "H", "H"],
  "coordinates": [[0.933, -0.820, -0.495], [2.543, 2.637, -0.412], [1.154, 2.343, -0.516], [0.282, 3.366, -0.405], [0.674, 4.683, -0.173], [-0.265, 5.703, -0.097], [-1.611, 5.421, -0.258], [-2.010, 4.110, -0.476], [-1.092, 3.062, -0.533], [-1.449, 1.713, -0.755], [-2.688, 1.524, -0.594], [-3.258, 0.310, -0.837], [-2.599, -0.811, -1.472], [-1.421, -0.829, -1.867], [-3.433, -2.001, -1.667], [-4.727, -2.067, -1.308], [-5.395, -0.955, -0.698], [-6.748, -1.024, -0.329], [-7.385, 0.039, 0.263], [-6.656, 1.212, 0.508], [-5.329, 1.302, 0.161], [-4.652, 0.228, -0.465], [2.836, 3.383, -1.158], [3.060, 1.697, -0.592], [2.793, 2.994, 0.590], [1.720, 4.918, -0.044], [0.068, 6.719, 0.081], [-2.348, 6.214, -0.218], [-3.053, 3.863, -0.613], [-2.924, -2.845, -2.119], [-5.297, -2.979, -1.466], [-7.286, -1.948, -0.522], [-8.430, -0.027, 0.544], [-7.139, 2.057, 0.986], [-4.771, 2.203, 0.370], [5.921, 0.025, 0.563], [4.235, -0.651, 0.767], [3.761, 0.150, 2.112], [3.479, -0.420, -0.672], [4.747, -2.545, 0.894], [6.114, -2.827, 0.900], [6.583, -4.133, 0.898], [5.688, -5.192, 0.887], [4.328, -4.928, 0.889], [3.857, -3.621, 0.890], [2.065, -3.443, 0.897], [1.825, -2.162, 1.554], [1.589, -4.601, 1.634], [1.659, -3.435, -0.506], [5.943, 0.660, 1.290], [6.812, -2.003, 0.893], [7.652, -4.319, 0.900], [6.042, -6.216, 0.885], [3.602, -5.730, 0.909]]
}